C41H30F4N8P2W as an isolated structure in a non-equilibrium geometry. Source: the OMol25 dataset; level of theory: the ωB97M-V functional and the def2-TZVPD basis.

Geometry as XYZ:
```
86
Properties=species:S:1:pos:R:3:mulliken_spin:R:1
W -0.368 -0.171 -1.132 1.794
P -2.574 1.036 -0.944 0.038
P -1.820 -2.138 -0.577 -0.014
F 6.453 3.189 3.476 0.001
F 5.574 0.952 2.406 0.000
F 2.291 5.259 2.518 0.000
F 1.435 2.999 1.460 0.008
N 4.226 -4.237 -3.621 0.003
N 4.498 -1.233 0.458 0.006
N 0.641 0.069 0.641 -0.071
N 2.904 -2.624 -2.722 0.067
N 1.163 -1.290 -1.722 -0.053
N 7.263 5.857 4.571 0.016
N 4.789 -3.361 -1.561 0.003
N 3.452 7.658 3.810 0.015
C -4.501 3.693 1.446 0.001
C 3.871 -0.398 0.936 0.008
C -1.282 3.148 -2.400 0.038
C -2.817 -1.204 3.268 0.005
C -2.189 3.606 2.133 0.007
C -4.047 0.306 -1.724 -0.008
C 3.482 1.910 1.899 0.006
C 0.103 2.658 -4.334 -0.027
C -4.379 -1.090 -1.192 0.007
C 6.200 5.682 4.164 -0.002
C 5.249 3.171 2.985 0.007
C -0.449 -5.514 -2.400 0.002
C 4.430 4.356 3.061 -0.007
C 4.789 2.014 2.424 0.004
C -0.854 0.866 -3.085 -0.117
C -3.324 -2.418 3.714 0.000
C 0.483 -5.974 -1.481 -0.005
C -1.930 2.660 1.160 0.055
C 4.004 -3.422 -2.610 0.002
C 0.731 -5.261 -0.311 0.002
C 3.103 4.233 2.513 0.002
C -2.960 2.233 0.314 -0.113
C -2.310 -1.094 1.983 0.029
C -4.251 2.748 0.463 -0.002
C 2.058 -1.974 -2.150 0.047
C 4.097 6.709 3.723 -0.002
C -1.539 1.777 -2.235 0.044
C -3.474 4.121 2.276 -0.002
C -3.321 -3.530 2.881 0.001
C -0.055 1.298 -4.150 0.050
C -0.504 3.573 -3.460 0.029
C 1.738 0.348 0.966 0.086
C 4.892 5.532 3.627 0.009
C -1.148 -4.340 -2.152 -0.002
C -2.813 -3.433 1.596 -0.007
C 2.669 3.065 1.971 0.001
C 0.040 -4.090 -0.055 0.000
C -2.307 -2.208 1.144 -0.046
C -3.348 -2.149 -1.578 0.001
C 3.017 0.683 1.340 0.036
C -0.908 -3.631 -0.975 0.022
H 0.701 3.023 -5.159 0.000
H -3.102 -2.094 -2.642 0.002
H 5.603 -3.957 -1.498 0.000
H -5.339 -1.385 -1.617 0.001
H -3.762 -3.147 -1.401 0.003
H 4.694 -2.629 -0.853 0.000
H -0.656 -6.082 -3.297 0.000
H -1.912 -0.143 1.653 0.006
H -3.677 4.857 3.043 0.000
H -0.932 2.249 1.061 -0.001
H -5.067 2.434 -0.174 0.001
H -4.881 0.988 -1.560 0.000
H -1.758 3.864 -1.742 0.005
H -0.378 4.634 -3.635 0.000
H 1.001 -6.907 -1.663 0.000
H 0.203 -3.558 0.876 -0.002
H 1.436 -5.640 0.417 0.000
H -4.521 -1.070 -0.109 0.000
H -2.817 -0.344 3.924 0.001
H 5.042 -4.830 -3.662 0.000
H -2.808 -4.308 0.957 0.000
H -3.719 -2.500 4.718 0.000
H -1.398 3.940 2.790 0.000
H 3.578 -4.273 -4.393 0.000
H -3.871 0.291 -2.802 0.000
H -1.889 -4.011 -2.870 -0.001
H 0.419 0.583 -4.809 0.001
H -1.151 -0.226 -3.108 0.010
H -5.498 4.094 1.562 0.000
H -3.714 -4.474 3.232 0.000
```

Results
Expectation value of S²: 2.032
Charge: +4
Energy (hartree): -3166.16969
Multiplicity: 3
HOMO (spin up / spin down) (eV): -18.435 / -18.533
Molecular weight (g/mol): 956.53